Computed, not measured: a molecular structure, C15H9Br2N3O5Pt at a distorted geometry, with the ωB97M-V functional and the def2-TZVPD basis.

```
35
Properties=species:S:1:pos:R:3:forces:R:3
Pt 0.0364 0.1308 -0.1933 -0.3810 -0.8030 0.0469
O 1.8551 -4.1204 -3.8115 -0.0974 -0.1375 0.0734
C 0.8672 -4.5853 -3.0634 0.0530 0.0378 -0.1627
O 0.4188 -5.6960 -3.1872 0.0298 -0.0188 0.0294
C 0.2937 -3.6617 -2.0425 -0.1548 -0.0421 0.0540
C -0.7496 -4.0149 -1.2099 -0.0090 0.0922 -0.0841
N -1.0386 -2.9425 -0.4524 0.0732 -0.0587 0.3344
N -0.2229 -1.9244 -0.7268 0.7766 0.0502 0.3996
C 0.5767 -2.3297 -1.6994 0.0200 0.1338 -0.1316
C 1.5314 -1.3040 -2.2345 0.0313 0.0804 0.2575
O 2.3146 -1.6041 -3.1245 0.0169 0.0085 -0.0075
O 1.4531 -0.1509 -1.6612 -0.5609 0.1720 -0.8749
H 2.0912 -3.1813 -3.5872 0.0299 0.0838 0.0010
H -1.2908 -4.9425 -1.1381 -0.0201 0.0074 -0.0144
H -1.7271 -2.8476 0.2782 0.0803 -0.0233 -0.0133
C -0.6622 2.1338 -2.6859 0.0938 0.0728 -0.0209
C -1.1600 2.6455 -1.3741 0.0209 0.1896 -0.0197
C -1.8337 3.8854 -1.2632 -0.0582 -0.1191 0.0155
C -2.2563 4.3455 -0.0505 -0.0137 -0.0079 -0.0227
C -2.0492 3.5659 1.1100 -0.0306 0.0511 0.0423
C -2.4541 3.8895 2.4276 0.0328 -0.0796 -0.0193
Br -3.3499 5.5178 2.7683 -0.0157 0.0359 0.0168
C -2.2143 3.0227 3.4581 -0.0152 0.0287 -0.0210
C -1.5760 1.7884 3.2404 -0.0333 0.0336 -0.0616
Br -1.2888 0.6288 4.6925 0.0031 -0.0249 -0.0187
C -1.1616 1.4177 1.9777 0.1594 -0.0411 0.0575
O -0.5481 0.2883 1.6857 -0.9100 -0.1327 0.2045
C -1.3889 2.3449 0.9309 -0.1337 -0.1582 0.0117
N -0.9460 1.9231 -0.2931 1.0372 0.5988 -0.0780
H -0.8883 2.8358 -3.4851 -0.0067 0.0043 0.0024
H -1.1277 1.1745 -2.9158 0.0073 -0.0051 -0.0002
H 0.4165 1.9706 -2.6479 -0.0291 -0.0329 -0.0001
H -1.9951 4.4661 -2.1600 -0.0064 -0.0078 -0.0088
H -2.7626 5.2977 0.0305 0.0123 0.0088 0.0117
H -2.5262 3.2760 4.4615 -0.0023 0.0030 0.0010
```
Forces are in eV/Å.

Energy above the lowest of the compared OMol25 structures with the same formula, charge and spin ... 67.5 kJ/mol
2S+1 ... 1
E_tot ... -6384.8807 hartree



Computed, not measured: a molecular structure, C38H39Cl2LiNO5S3 at a distorted geometry, with the ωB97M-V functional and the def2-TZVPD basis.

```
89
Properties=species:S:1:pos:R:3:forces:R:3
Li 0.8947 -0.1568 0.3389 -0.0662 -0.0863 -0.5310
O 1.0966 0.5318 1.9432 0.5584 -0.0244 -0.8751
S 0.4814 0.6110 3.2659 0.8038 1.0469 2.6998
C 1.7488 1.6955 4.1732 -0.3225 -0.4628 -0.2402
C 3.1818 1.1988 4.2951 0.0460 -0.1457 -0.1710
C 3.7571 0.6192 3.0020 0.1269 -0.0203 0.1091
C 3.7612 1.5780 1.8256 0.1056 -0.4987 -0.1583
S 4.1392 0.5821 0.3219 0.9896 1.6135 0.2766
O 2.8945 -0.0550 -0.1389 -0.6998 -0.6223 -0.3170
C 4.4081 2.0165 -0.7499 0.0495 -0.3130 0.0786
C 3.4130 2.4134 -1.6218 0.0187 -0.2972 0.0383
C 3.6151 3.5199 -2.4292 0.1239 -0.0051 -0.0524
C 4.8227 4.1923 -2.3816 0.0030 0.0660 -0.0241
C 5.8235 3.7779 -1.5137 0.1298 0.0656 0.0274
C 5.6170 2.6890 -0.6861 0.0823 -0.0603 0.0150
C 0.9837 -0.9044 4.1190 -0.2756 0.0882 0.1016
C 0.8173 -1.0345 5.4867 0.0364 0.1007 -0.0251
C 1.2388 -2.1909 6.1233 0.0452 0.0000 0.0730
C 1.8083 -3.2187 5.3875 -0.0205 -0.1255 0.1010
C 1.9089 -3.1119 4.0081 0.0496 0.0088 0.0561
C 1.4897 -1.9544 3.3742 -0.0316 0.0398 -0.0957
H 1.3209 1.8567 5.1627 -0.0789 0.1127 0.0701
H 1.7059 2.6373 3.6261 -0.1587 0.0530 -0.0642
H 3.2229 0.4141 5.0564 0.0625 0.0787 0.0132
H 3.8186 2.0249 4.6371 -0.0472 -0.0448 0.0541
H 3.1625 -0.2466 2.7173 0.1554 -0.0566 0.0505
H 4.7819 0.2779 3.1926 -0.0734 -0.0277 -0.0159
H 4.5248 2.3488 1.9237 0.0766 0.0357 -0.1488
H 2.7860 2.0215 1.6430 -0.0167 0.0984 -0.1527
H 2.4928 1.8591 -1.6499 -0.0689 -0.0771 -0.0127
H 2.8230 3.8465 -3.0854 -0.0981 0.0397 -0.0870
H 4.9952 5.0422 -3.0248 -0.0095 0.1135 -0.0534
H 6.7687 4.3019 -1.4888 0.0593 0.0426 0.0202
H 6.3945 2.3568 -0.0086 0.0536 -0.0090 0.0321
H 0.3661 -0.2328 6.0539 -0.0329 0.0851 0.0870
H 1.1311 -2.2843 7.1965 -0.0076 -0.0117 0.0124
H 2.1596 -4.1096 5.8916 -0.0249 -0.0487 -0.0010
H 2.3176 -3.9326 3.4310 -0.0073 0.0330 -0.0267
H 1.5379 -1.8544 2.3001 0.0580 0.0032 -0.1666
Cl 0.3373 0.4876 -2.0466 -0.1291 -0.2413 -0.3490
C -0.0165 2.0979 -2.5954 -0.0178 0.5837 0.0103
C -0.4679 2.2456 -3.8915 -0.0245 -0.0585 -0.2434
C -0.7725 3.5045 -4.3883 0.0346 0.0196 0.0653
C -0.5942 4.6124 -3.5688 -0.0820 -0.0057 -0.2638
C -0.1407 4.4525 -2.2818 -0.0025 -0.2177 -0.0581
Cl 0.0701 5.8697 -1.3109 -0.0179 0.3068 -0.0092
C 0.1586 3.1922 -1.7101 0.0676 -0.0080 -0.0246
S 0.7150 3.0483 -0.1155 -0.0936 -0.3312 0.6989
H -0.5841 1.3687 -4.5143 -0.0126 -0.0415 0.0191
H -1.1481 3.6298 -5.3938 0.0312 -0.0479 -0.0663
H -0.8007 5.6067 -3.9366 -0.0496 0.0749 -0.0077
C 0.8720 -3.4604 -0.4196 -0.2076 -0.3579 -0.0092
O 1.4160 -2.1733 -0.3331 0.2429 0.3563 -0.0621
H 1.4749 -4.1919 0.1344 -0.0609 0.0142 -0.0292
H 0.7741 -3.7979 -1.4572 -0.0483 0.0117 0.0401
H -0.1157 -3.4011 0.0287 -0.1007 -0.0862 0.0109
H 2.2305 -2.1122 -0.8412 0.0770 0.1604 0.1350
C -3.9702 -3.8456 -4.4340 0.0450 0.0802 0.0355
C -3.6590 -2.4365 -4.0120 -0.0437 0.0899 -0.1518
C -3.5270 -1.4526 -4.9838 -0.0341 -0.0191 -0.0503
C -3.2385 -0.1442 -4.6379 0.0327 -0.0190 -0.0495
C -3.0999 0.1928 -3.3091 -0.0237 -0.0799 0.0447
C -3.2177 -0.7791 -2.3194 -0.2061 -0.0169 -0.4238
N -2.9900 -0.3772 -1.0023 0.5599 0.2457 0.0709
C -3.7299 -0.7369 0.0870 -0.3296 0.1207 0.3192
C -5.1152 -0.9234 -0.0250 0.0154 0.0134 -0.0932
C -5.8835 -1.1869 1.0891 0.0216 -0.0862 -0.0552
C -5.2928 -1.2627 2.3432 -0.1286 -0.0133 0.1891
C -3.9274 -1.0813 2.4626 -0.0400 0.0257 -0.0140
C -3.1279 -0.8313 1.3567 0.0273 -0.0426 -0.1558
C -1.6329 -0.7352 1.5428 -0.4705 -0.2029 0.4771
O -1.2200 -0.6968 2.7265 -0.6280 -0.5697 -0.2829
O -0.9025 -0.7427 0.5293 0.1623 -0.0846 -0.4189
C -3.4768 -2.1142 -2.6659 0.0626 0.1547 0.0787
C -3.4860 -3.1786 -1.6077 0.0547 -0.0112 -0.0694
H -4.2823 -3.8685 -5.4756 -0.0184 -0.0268 -0.0685
H -4.7680 -4.2653 -3.8257 -0.0727 -0.1290 0.0417
H -3.0957 -4.4887 -4.3316 0.0359 -0.1158 0.0358
H -3.6407 -1.7176 -6.0264 -0.0564 -0.0525 -0.0856
H -3.1274 0.6102 -5.4035 0.0036 0.0811 -0.0646
H -2.8827 1.2058 -3.0113 0.0145 0.1413 0.0629
H -2.0192 -0.1635 -0.7664 -0.0957 -0.1265 -0.0990
H -5.5685 -0.8223 -1.0029 -0.0470 -0.0274 -0.0327
H -6.9516 -1.3346 0.9813 -0.0161 0.0413 -0.0081
H -5.8983 -1.4508 3.2186 -0.0228 -0.0380 0.0634
H -3.4376 -1.1351 3.4235 0.0283 -0.0140 0.0626
H -4.4975 -3.3821 -1.2495 -0.0122 -0.0674 0.0535
H -2.8933 -2.8561 -0.7550 0.0039 -0.0824 0.0545
H -3.0592 -4.1044 -1.9895 -0.0218 -0.0882 -0.0208
```
Forces are in eV/Å.

2S+1 ... 1
E_tot ... -4025.0204 hartree
Total charge ... -1



Computed, not measured: a gas-phase ion, C4H9O2 (charge -1) at a distorted geometry, with the ωB97M-V functional and the def2-TZVPD basis.

```
15
Properties=species:S:1:pos:R:3:forces:R:3
O 0.7471 -0.0319 2.8050 0.2978 -0.3333 0.1456
C -0.0036 -0.5915 1.8590 -0.7968 1.4273 -0.0047
C 0.0866 0.1915 0.4886 0.0832 -1.3423 -0.4734
C 0.0346 -0.7458 -0.7536 -0.0163 0.4158 0.2495
C -0.3795 -0.0868 -2.0936 -0.0732 -1.3265 0.1164
O -0.3543 1.3061 -2.1100 0.6377 0.4771 -1.6192
H 0.1454 -1.6600 1.6215 0.3990 -0.5206 -0.0089
H -1.1112 -0.5211 2.1036 -0.0252 -0.3495 -0.0817
H -0.7026 0.9427 0.4757 0.0663 0.2919 0.0506
H 1.0860 0.6193 0.4858 -0.1478 0.5665 0.1251
H 1.0486 -1.1495 -0.8010 -0.0307 -0.1046 -0.3173
H -0.6192 -1.6088 -0.6002 -0.1164 0.0637 0.2321
H 0.2750 -0.4432 -2.8952 0.2546 0.3258 0.0420
H -1.3583 -0.4834 -2.4220 -0.1241 0.3272 0.3624
H -0.7350 1.6754 -1.3344 -0.4080 0.0815 1.1814
```
Forces are in eV/Å.

Energy above the lowest of the compared OMol25 structures with the same formula, charge and spin ... 261.9 kJ/mol
2S+1 ... 1
E_tot ... -308.2451 hartree
SMILES ... [O-]CCCCO
Total charge ... -1



Computed, not measured: a single C5H11O4 molecule at a distorted geometry, with the ωB97M-V functional and the def2-TZVPD basis.

```
20
Properties=species:S:1:pos:R:3:forces:R:3
O -0.6474 -0.0911 1.8148 2.3706 -7.9577 -10.9150
O -0.9334 0.7653 2.8508 -3.0547 8.9252 11.7888
C 1.9967 0.1640 0.2380 -0.0057 -0.1281 -0.1014
C 0.6088 -0.2720 -0.2283 -0.1661 0.4825 0.1249
C 0.3543 -1.7553 -0.0050 0.2420 -0.1158 -0.0143
C -0.4593 0.5617 0.5644 0.4309 -0.4594 -2.1168
C -1.7885 0.7259 -0.2262 0.2376 -0.6469 0.8349
O -1.6196 1.7741 -1.1492 -0.4696 0.1993 -0.3375
O 0.4371 0.0533 -1.6143 0.3613 -0.2826 -0.0725
H 2.0936 0.0699 1.3262 0.0172 -0.0048 -0.1843
H 2.7561 -0.4686 -0.2388 -0.0170 0.1435 0.1326
H 2.1677 1.2090 -0.0531 -0.0306 -0.2634 0.0991
H 0.3697 -1.9869 1.0629 0.0097 -0.0926 -0.2432
H -0.6207 -2.0313 -0.4229 0.2138 -0.0458 0.0961
H 1.1459 -2.3398 -0.4922 -0.2109 0.0434 -0.0325
H -0.0740 1.5815 0.7191 -0.0442 -0.1378 0.2560
H -2.0102 -0.2429 -0.7088 -0.1354 0.4312 0.0968
H -2.5618 0.9783 0.5201 0.0346 -0.2061 -0.2638
H -2.3197 1.7341 -1.8254 0.4927 -0.0726 0.5075
H 1.1047 -0.4289 -2.1321 -0.2762 0.1882 0.3445
```
Forces are in eV/Å.

Energy above the lowest of the compared OMol25 structures with the same formula, charge and spin ... 386.5 kJ/mol
2S+1 ... 4
E_tot ... -497.7127 hartree
<S²> ... 3.762